{
  "formula": "C4H8OS2",
  "method": "ωB97M-V with the def2-TZVPD basis set",
  "relative_energy_kj_mol": 384.6,
  "homo_energy_ev": -8.01,
  "e_tot_ev": -27991.7151,
  "elements": ["C", "C", "C", "C", "O", "S", "S", "H", "H", "H", "H", "H", "H", "H", "H"],
  "xyz": [[-1.0781, -1.5076, 2.3303], [0.9303, 1.8390, -1.3374], [-0.4153, 1.0924, -1.1688], [-0.4109, -0.2997, -1.3448], [-0.0178, -2.2165, 2.6176], [-1.3568, 0.0189, 2.3611], [0.9766, -1.2032, -0.8353], [-1.8821, -2.1895, 2.0902], [1.6467, 1.0643, -1.4575], [1.2485, 2.4619, -0.4632], [0.8518, 2.3992, -2.2610], [-1.0964, 1.4856, -1.9034], [-0.7775, 1.1050, -0.1321], [0.8328, -1.6405, 2.7913], [0.5481, -2.4094, -1.2871]],
  "forces_ev_per_a": [[-0.62, -2.43, -0.04], [-0.49, 0.44, 1.07], [1.36, 1.76, 0.03], [0.57, -3.80, -0.15], [3.26, 0.86, 0.50], [-0.01, 3.10, 0.12], [-1.06, 0.50, -0.59], [-0.15, -0.35, -0.12], [1.11, -0.26, -0.25], [-0.47, -0.32, -0.89], [0.36, 0.40, 0.07], [-0.91, 0.45, 0.37], [-0.52, 0.49, 0.01], [-2.49, -1.16, -0.43], [0.05, 0.33, 0.31]]
}

{
  "formula": "C3H7N2",
  "method": "ωB97M-V with the def2-TZVPD basis set",
  "relative_energy_kj_mol": 256.3,
  "homo_energy_ev": -17.28,
  "e_tot_ev": -6194.8549,
  "charge": 1,
  "elements": ["C", "C", "C", "N", "N", "H", "H", "H", "H", "H", "H", "H"],
  "xyz": [[-1.2753, -0.4246, -0.3856], [0.9441, 0.8969, -0.3598], [0.2596, -0.3367, 0.0971], [0.4898, -0.6386, 2.4779], [0.3363, -0.5109, 1.3964], [-1.5297, 0.6561, -0.2243], [-1.9497, -1.1081, 0.1438], [-1.4977, -0.5366, -1.4231], [0.4304, 1.7042, 0.2136], [2.0031, 0.7881, -0.1308], [0.7375, 0.8549, -1.5163], [1.0516, -1.3447, -0.2888]],
  "forces_ev_per_a": [[0.53, 1.91, 1.44], [-0.62, 0.52, -1.49], [0.19, -4.76, -6.19], [-0.35, 0.12, -0.85], [0.57, -0.62, 5.50], [-0.56, -0.99, 0.25], [0.55, 0.25, 0.28], [0.92, -0.50, -0.92], [0.76, 0.09, -1.05], [0.00, 0.60, -0.21], [0.62, 0.80, 2.31], [-2.64, 2.58, 0.93]]
}

{
  "formula": "C5H6NO2",
  "method": "ωB97M-V with the def2-TZVPD basis set",
  "relative_energy_kj_mol": 434.6,
  "homo_energy_ev": [-15.27, -15.27],
  "e_tot_ev": -10854.2401,
  "charge": 1,
  "smiles": "COC(=O)[N@@+]12C=C1C2",
  "elements": ["C", "C", "C", "C", "C", "N", "O", "O", "H", "H", "H", "H", "H", "H"],
  "xyz": [[-1.9841, 1.0067, 0.7692], [-2.7016, 0.7229, -0.2625], [0.0425, -0.4979, -0.2099], [-2.6150, -0.7214, -0.3596], [2.2624, 0.1574, 0.2105], [-1.4851, -0.2808, 0.4378], [0.1869, -1.3324, -0.9830], [0.8870, 0.2515, 0.3747], [-1.6835, 1.9092, 1.3490], [-3.3248, -1.3499, 0.3321], [-2.4177, -1.0783, -1.4076], [2.5830, 1.1282, 0.5451], [2.5880, -0.0034, -0.8618], [2.6637, -0.7120, 0.8301]],
  "forces_ev_per_a": [[0.99, 2.48, 1.85], [-1.04, 0.54, -1.24], [-1.24, 1.00, 1.77], [-2.06, -3.18, -0.23], [2.70, -1.57, -0.92], [3.24, 0.45, -0.41], [-0.35, -2.32, -2.32], [-2.86, 1.43, 1.38], [-0.02, -1.44, -0.13], [1.15, 1.32, -1.81], [-0.02, -0.20, 1.39], [0.66, 0.01, 0.22], [-0.67, 0.18, 1.14], [-0.48, 1.32, -0.69]]
}

{
  "formula": "C3HBrN2O2S",
  "method": "ωB97M-V with the def2-TZVPD basis set",
  "relative_energy_kj_mol": 406.0,
  "homo_energy_ev": -9.92,
  "e_tot_ev": -91075.0067,
  "smiles": "O=[N+]([O-])c1nc(Br)cs1",
  "elements": ["C", "C", "C", "N", "N", "O", "O", "S", "Br", "H"],
  "xyz": [[-0.2569, 0.7797, 1.4947], [-0.9595, 1.1409, 0.3403], [0.4072, -0.5782, -0.4220], [-0.7586, 0.5263, -0.7809], [0.9481, -1.4762, -1.3428], [0.4740, -1.5579, -2.4475], [1.8854, -2.1278, -0.9049], [0.8375, -0.4692, 1.1958], [-2.2043, 2.5542, 0.3948], [-0.3730, 1.2083, 2.4724]],
  "forces_ev_per_a": [[0.31, -0.38, -0.16], [0.27, -0.03, 0.73], [-4.89, 5.20, 0.22], [4.37, -4.49, 0.26], [0.28, -0.46, -0.34], [-0.08, 0.05, -0.20], [0.29, -0.29, -0.02], [-0.59, 0.40, -0.60], [-0.04, -0.02, -0.01], [0.08, 0.02, 0.13]]
}

{
  "formula": "C4H6O4",
  "method": "ωB97M-V with the def2-TZVPD basis set",
  "relative_energy_kj_mol": 330.5,
  "homo_energy_ev": -8.98,
  "e_tot_ev": -12432.7469,
  "smiles": "CO[C@@H](O)C(O)=C=O",
  "elements": ["C", "C", "C", "O", "O", "O", "C", "O", "H", "H", "H", "H", "H", "H"],
  "xyz": [[-0.8980, -0.0614, 0.5411], [1.4390, -0.7153, 0.6535], [-0.9335, 0.3304, -0.9316], [0.1004, -1.1231, 0.7202], [-0.7435, 0.9884, 1.4166], [-1.6370, -0.5063, -1.7745], [-0.0505, 1.2076, -1.3550], [0.5673, 2.1778, -1.5731], [0.0418, 1.5100, 1.2072], [-1.4150, -1.4224, -1.5537], [-1.8449, -0.5527, 0.7869], [1.7291, -0.1347, 1.5369], [1.5997, -0.0809, -0.2487], [2.0449, -1.6174, 0.5741]],
  "forces_ev_per_a": [[0.80, -0.81, -0.40], [0.08, 0.67, -0.52], [-0.04, -1.03, 0.54], [-1.40, 0.38, 0.10], [0.23, 0.22, 0.34], [0.01, 0.00, -0.10], [-0.10, 1.40, -0.19], [-0.04, -0.63, -0.06], [-0.07, -0.01, -0.03], [0.09, 0.13, -0.05], [0.18, 0.11, -0.10], [0.06, -0.15, -0.01], [0.19, -0.42, 0.42], [0.00, 0.15, 0.05]]
}

{
  "formula": "C3H9N5OS",
  "method": "ωB97M-V with the def2-TZVPD basis set",
  "relative_energy_kj_mol": 133.7,
  "homo_energy_ev": [-14.52, -14.52],
  "e_tot_ev": -23566.6006,
  "charge": 2,
  "elements": ["C", "C", "C", "N", "N", "N", "N", "N", "O", "S", "H", "H", "H", "H", "H", "H", "H", "H", "H"],
  "xyz": [[3.8417, 0.6257, -2.4037], [-7.1759, -1.0333, 6.1865], [1.3287, -0.4755, -0.4998], [4.0945, 1.8062, -2.8993], [3.1785, -0.4993, -2.6188], [-7.5606, -1.9610, 5.4821], [3.2341, 2.4486, -3.7283], [1.1885, -0.1362, -1.8462], [-6.9056, -0.1625, 6.8126], [4.3099, -0.6525, -1.3254], [0.8113, -1.2349, -0.0343], [2.2498, -0.9737, -0.5062], [1.2159, 0.4497, 0.0564], [4.8921, 2.1695, -2.4203], [-7.7396, -2.8705, 5.8039], [-7.7952, -1.9019, 4.4352], [3.5896, 3.3527, -3.9156], [2.6647, 1.7973, -4.1962], [0.5776, -0.7483, -2.3826]],
  "forces_ev_per_a": [[0.47, -0.53, -0.17], [-0.28, 0.53, 0.16], [-0.90, 2.46, -1.03], [-0.29, -3.35, 2.22], [-2.71, 0.39, -0.83], [-1.21, -1.46, -4.63], [0.83, 0.50, 1.53], [0.53, 0.68, -0.72], [0.95, 1.95, 1.50], [0.62, 0.62, 0.28], [-2.20, -1.87, 0.35], [2.88, -0.27, 0.98], [0.93, -0.09, 0.56], [0.38, 1.51, -0.32], [-0.14, -1.60, 1.19], [0.60, 0.57, 1.83], [-0.44, 0.64, -1.21], [-0.70, 0.05, -1.36], [0.68, -0.73, -0.33]]
}